Below is C50H50MnN8O3P2 as an isolated structure, with properties calculated with ωB97M-V/def2-TZVPD.

- energy relative to the best compared isomer or geometry (same formula, charge and spin) (kJ/mol) = 133.3
- largest force on an atom (eV/A) = 0.33
- HOMO-LUMO gap (spin up / spin down) (eV) = 6.75 / 6.74
- multiplicity = 2

Geometry as XYZ:
```
114
Properties=species:S:1:pos:R:3:forces:R:3
C 1.2450 -6.1077 -0.2673 0.009 0.009 -0.002
C -4.0766 0.8716 -4.3698 0.000 -0.001 -0.004
H -4.4917 4.6022 1.6462 0.000 -0.002 0.001
C -1.4022 -1.9914 1.6405 0.055 0.003 -0.017
H -0.3068 -2.2118 -1.7250 0.030 -0.005 -0.001
H -0.7376 -2.7948 -3.8122 -0.015 -0.002 0.005
C -3.1077 2.0335 -2.4951 -0.021 -0.009 -0.018
H 6.0337 0.2144 -0.9245 0.006 0.002 0.006
N -0.2813 -1.2092 -1.8854 -0.011 -0.010 -0.076
C 5.8738 -0.3596 -1.8270 0.020 0.016 -0.006
H 0.0894 -6.7377 1.4284 -0.001 0.002 0.003
C 1.6415 2.2305 2.2101 0.016 -0.155 0.038
H -1.3287 -2.6156 2.5282 -0.023 -0.039 -0.019
H -0.8557 3.5809 4.8361 0.020 0.015 0.009
H -3.7528 0.3630 1.1728 -0.016 0.012 0.020
H -0.3005 -1.6880 -4.9932 0.012 0.005 0.013
P 0.3731 -1.7393 1.0695 -0.005 -0.079 0.079
H -3.4099 -1.0209 0.1488 -0.008 -0.013 0.012
C -2.4386 5.1143 1.2802 -0.049 -0.015 0.033
H 1.4698 -7.1167 -0.5890 -0.003 0.001 0.000
P -1.8836 0.8005 -0.2840 0.075 -0.009 0.109
C -2.9461 0.8354 -1.7920 -0.027 0.046 -0.018
C 4.3274 -1.4598 -3.3069 -0.110 -0.084 -0.069
C 0.6626 -3.4988 0.5771 0.051 0.012 -0.021
H 5.1795 -2.3999 -5.0183 0.008 0.001 0.001
C 0.3479 1.6588 2.2945 -0.105 0.196 -0.203
H -3.2491 -1.2953 -1.9138 -0.005 -0.003 0.002
C 0.9189 -0.9976 3.7320 0.044 0.008 -0.004
C 1.1290 3.7720 4.0144 -0.021 -0.102 -0.057
H -4.2696 2.3095 0.7986 -0.018 0.021 0.016
C 0.1854 -4.6045 1.2856 0.005 0.006 0.004
C 2.6489 -2.2153 2.5993 0.008 0.025 -0.018
H 2.3699 -5.1745 -1.8401 -0.002 0.004 -0.004
H -0.9288 0.5205 -4.4186 -0.027 0.008 0.017
O 2.2813 -0.8648 -1.5189 -0.042 0.013 0.298
H 2.4983 -1.5471 -2.9311 -0.063 0.039 0.083
C 2.6262 1.7264 1.2772 -0.055 -0.049 -0.055
H 0.7886 1.9737 -5.7694 -0.008 -0.013 0.006
C -3.4023 2.9595 0.8064 0.058 -0.013 0.015
H 1.3811 -0.3222 5.7094 0.003 0.006 0.001
C 6.9326 -0.7260 -2.6368 -0.016 0.003 -0.003
H 7.9434 -0.4462 -2.3720 -0.001 0.001 -0.002
C 1.7396 -0.8641 4.8432 -0.022 -0.015 0.001
H -1.5678 -1.4895 4.4138 -0.084 -0.039 0.016
C 1.3649 -1.6730 2.6002 -0.038 0.030 0.010
C -1.2133 4.6729 0.8067 -0.028 -0.098 -0.093
C -1.0912 3.3731 0.3310 -0.008 -0.079 0.084
H -2.5398 6.1215 1.6642 -0.011 -0.002 0.005
H -0.3994 -4.4716 2.1863 -0.009 0.016 0.021
H 3.6438 2.1018 1.3874 0.000 0.007 -0.024
C -4.8348 -1.7476 5.2526 -0.004 0.005 -0.004
C 6.6836 -1.4599 -3.7934 -0.028 -0.004 0.017
H -6.4645 -1.4488 3.8950 -0.001 0.000 0.001
C 1.7435 -5.0228 -0.9697 -0.005 -0.006 -0.011
C -3.4506 -1.7684 5.3750 -0.011 -0.003 -0.005
N -0.3270 0.3622 -3.6274 -0.017 0.025 -0.008
Mn 0.7552 -0.0496 -0.5074 0.076 -0.095 -0.032
C 4.5628 -0.7129 -2.1439 0.031 0.022 0.056
H 3.6611 -1.2931 5.6964 0.002 0.003 -0.003
O -0.0384 0.7278 1.4849 -0.179 0.045 0.003
H 1.8032 3.8490 -3.3230 0.002 -0.005 0.011
C 2.0087 3.2677 3.0768 -0.067 0.034 0.055
C 3.4306 -0.3015 -1.2767 0.048 0.168 -0.031
H -1.8442 -2.6268 0.8536 0.008 0.012 -0.028
H -2.7885 2.9653 -2.0437 -0.001 -0.006 -0.013
C 0.2540 1.4913 -3.0619 0.046 -0.041 -0.063
C 0.7072 3.8467 -3.3188 -0.015 0.019 -0.012
N -0.7602 -1.8306 -4.1061 0.022 0.015 0.006
C 5.3928 -1.8251 -4.1263 0.022 0.000 -0.023
N 0.8299 1.4503 -1.9173 -0.057 0.010 0.035
O 3.0786 -1.8427 -3.6760 0.200 -0.083 -0.243
H -1.5300 1.7502 3.3336 0.001 -0.016 -0.023
H 7.5033 -1.7539 -4.4373 0.001 0.001 0.002
H -0.1331 2.9893 0.0029 0.039 0.072 0.025
H -0.0518 3.5274 -5.6892 0.025 -0.001 -0.003
H -3.7791 2.9965 -4.2863 0.001 0.001 0.003
H 0.3564 4.6751 -3.9294 0.010 -0.003 -0.003
H -4.5155 0.8851 -5.3594 -0.001 -0.001 0.000
C -5.3887 -1.4575 4.0187 0.015 0.002 0.004
H -4.2615 -1.2535 -4.1348 0.001 -0.003 0.003
C -2.6420 -1.4915 4.2884 0.001 -0.001 0.021
H 1.4250 4.5778 4.6723 -0.006 -0.002 0.006
H -5.0570 -1.0016 1.9666 0.006 0.012 -0.017
H -0.3490 5.3241 0.8373 0.008 -0.005 -0.024
C -3.3781 -0.3413 -2.4112 0.000 0.018 0.025
C -3.9396 -0.3253 -3.6797 -0.002 -0.006 0.005
C 3.4703 -2.0787 3.7079 -0.002 -0.005 -0.003
C -2.1739 2.4960 0.3401 -0.006 0.099 0.017
C -3.6625 2.0524 -3.7674 0.012 0.011 0.014
C -0.5364 2.1796 3.2694 0.129 -0.023 0.161
H 3.0111 3.6769 2.9985 0.000 -0.003 0.002
C -0.1495 3.2036 4.1049 0.034 0.038 -0.039
C 0.4683 -5.8943 0.8649 -0.012 0.005 0.009
N 3.6250 0.5949 -0.3624 -0.050 -0.103 -0.071
C -0.4220 -0.9230 -3.1207 0.017 0.009 -0.044
C -3.1904 -1.1900 3.0364 0.027 0.013 0.002
H -0.0587 -0.5369 3.7299 0.076 0.066 -0.046
N 0.1462 2.6144 -3.8426 -0.017 0.001 0.015
C 1.4531 -3.7286 -0.5499 -0.014 0.017 -0.020
N -2.3169 -0.8987 1.9538 -0.002 0.008 0.006
H -5.4667 -1.9551 6.1057 0.000 0.000 0.000
C -4.5818 -1.1905 2.9182 0.001 0.010 0.003
C -3.5338 4.2573 1.2779 0.034 0.037 -0.029
C -0.0258 2.5196 -5.2839 -0.004 -0.002 -0.012
C -2.9484 -0.2699 0.8088 0.005 -0.064 -0.063
H 3.0184 -2.7353 1.7232 -0.003 -0.005 -0.011
C 3.0175 -1.4031 4.8329 -0.016 -0.013 0.002
H 1.3297 2.3004 -1.6929 0.030 -0.026 0.017
H 4.4689 -2.4963 3.6895 0.001 -0.002 0.000
H -0.9796 2.0607 -5.5538 -0.015 0.007 0.008
H 0.3522 4.0167 -2.3022 -0.009 0.001 0.012
N 2.4368 0.8711 0.3344 0.067 0.135 0.098
H -2.9928 -1.9875 6.3314 0.002 -0.002 0.000
H 1.8650 -2.8803 -1.0850 -0.026 -0.063 0.048
```
Positions in Å, forces in eV/Å.